[1]
C21H28LuN3O2 as an isolated structure at a distorted geometry, computed with the ωB97M-V functional and the def2-TZVPD basis.

Geometry as ORCA input:
```
! RIJCOSX wB97M-V def2-TZVPD def2/J DEFGRID3
* xyz 0 1
H -1.98 2.53 3.05
C 1.01 1.43 5.95
C -0.39 0.48 -1.36
H -1.85 -0.81 -5.86
H 1.20 2.10 -5.45
O 0.46 0.19 -4.87
C -2.10 -0.58 4.34
C -0.11 -0.44 -0.18
C 0.45 1.86 0.43
C 0.50 1.42 8.21
H -0.97 1.03 -7.30
H -2.60 -1.77 2.49
C 1.49 -1.19 -6.64
H 2.67 -1.20 1.65
C 0.30 -2.44 3.69
H 1.04 -1.70 5.68
C 0.05 0.89 -6.91
H 0.16 2.60 -1.61
H -2.63 0.63 1.25
Lu 0.04 0.01 3.13
H -0.40 2.47 0.75
H -1.86 1.33 5.48
C 0.26 -0.45 -6.16
C 0.49 1.70 -1.08
H 1.52 1.47 -1.39
N 1.29 1.55 7.17
H -0.58 2.04 -5.12
C 0.29 1.50 -5.52
O 0.22 0.47 0.97
H -2.10 -1.34 5.13
N -0.11 1.35 9.22
C -2.35 -0.82 2.95
N 0.89 1.31 4.77
H -1.45 0.78 -1.33
C -0.95 -1.35 -6.17
C -2.03 1.46 3.25
H 1.31 -1.58 -7.65
H 1.39 2.23 0.87
C 2.18 -1.10 3.84
C -2.33 0.45 2.29
C 1.99 -1.44 2.47
C 1.14 -1.72 4.60
H -0.18 0.01 -2.33
H 1.71 -2.04 -5.99
H -0.80 -2.21 -5.50
H -0.54 -3.09 3.95
C 0.83 -2.26 2.38
H 2.37 -0.53 -6.68
H -1.11 -1.74 -7.18
H 0.47 -2.76 1.48
H -0.98 -1.05 0.12
H 3.02 -0.55 4.25
H 0.82 1.13 -7.65
H 0.76 -1.08 -0.36
C -1.94 0.82 4.52
*
```

Properties
* gap between HOMO and LUMO: 8.26 eV
* energy relative to the best compared isomer or geometry (same formula, charge and spin): 0.0 kJ/mol
* highest occupied orbital energy: -0.2980 hartree



[2]
C20H27AsF6MoN5O6P2 as an isolated structure at a distorted geometry, computed with the ωB97M-V functional and the def2-TZVPD basis.

Geometry as ORCA input:
```
! RIJCOSX wB97M-V def2-TZVPD def2/J DEFGRID3
* xyz -2 4
As -3.62 -1.96 1.83
C 4.87 -0.70 -0.23
H -1.12 2.16 -2.87
O -0.26 0.07 2.72
H -1.74 -2.71 -0.89
F -3.48 -0.78 3.04
F -3.69 -3.12 0.55
O -0.61 1.32 4.55
H -3.29 2.89 -2.35
O 1.05 1.62 0.89
H 3.25 -1.02 -1.60
C 1.81 2.28 0.10
H 4.53 -0.41 3.12
H 0.21 1.09 -3.33
C 2.53 -0.99 0.42
H -1.44 0.76 -3.95
C 2.93 -0.80 1.75
C -2.58 3.58 -0.61
O -1.41 3.35 -0.90
H -3.44 0.73 -1.08
C 4.26 -0.58 2.09
O -2.09 1.42 1.42
H -0.39 -4.79 0.44
P -1.18 0.06 -1.64
F -5.06 -2.60 2.51
C 3.54 -0.93 -0.56
H 6.28 -0.33 1.36
C 0.03 -3.88 0.89
C -0.83 -2.72 -1.48
N -3.59 3.45 -1.57
C 3.04 2.82 0.52
C -0.86 1.13 -3.10
F -2.13 -1.40 1.03
H 1.56 -4.75 -1.25
N 4.01 2.68 2.91
H 0.24 -1.43 -2.85
H -3.34 -1.00 -1.30
C -3.02 -0.05 -1.71
H 2.01 -3.33 -2.24
H 0.41 2.60 -1.25
O -1.84 3.19 2.77
P 0.62 -2.69 -0.36
H -2.41 3.79 1.39
C 3.54 2.70 1.86
C -1.62 2.03 2.47
F -4.52 -0.89 0.84
C 1.87 -3.71 -1.22
H 5.62 -0.61 -1.02
H 2.17 -0.81 2.52
C -0.75 1.10 3.38
H -1.46 -1.67 -3.30
H -0.79 -3.67 -2.02
C 5.24 -0.53 1.10
N 1.41 2.46 -1.19
H -0.74 -3.39 1.48
H -4.49 3.18 -1.22
H -3.97 4.07 0.77
C 3.82 3.56 -0.42
F -2.66 -3.06 2.72
N -2.98 4.08 0.58
H 0.85 -4.14 1.56
H 1.94 3.16 -1.70
H 2.82 -3.61 -0.69
C 1.09 -1.15 0.03
H -3.38 0.05 -2.74
N 4.44 4.17 -1.18
C -0.77 -1.54 -2.46
Mo -0.44 0.21 0.67
*
```

Properties
* gap between HOMO and LUMO (alpha / beta): 5.40 / 6.43 eV
* energy relative to the best compared isomer or geometry (same formula, charge and spin): 126.7 kJ/mol
* highest occupied orbital energy (alpha / beta): -0.0408 / -0.0785 hartree



[3]
C27H61ClN8O12S as an isolated structure at a distorted geometry, computed with the ωB97M-V functional and the def2-TZVPD basis.

Geometry as ORCA input:
```
! RIJCOSX wB97M-V def2-TZVPD def2/J DEFGRID3
* xyz 0 1
H -5.68 6.15 -8.41
C 11.05 -5.29 -0.59
N -7.09 7.19 -7.27
H -6.51 7.25 -2.29
H -3.92 0.34 -5.80
H -7.69 5.26 1.59
H -0.90 -2.03 -0.30
H 5.68 -4.76 3.29
O -2.72 2.68 0.48
H -8.23 5.86 -8.42
H -7.79 7.37 -9.24
O -3.42 -1.09 2.39
C -6.07 5.79 3.49
C -1.43 -0.67 1.32
H 0.35 -2.70 2.38
H 10.19 -5.60 -1.19
O -6.54 8.11 -5.28
H -4.16 3.92 3.05
H -3.56 9.34 -1.34
O -1.32 0.78 1.33
H -0.43 -0.37 -0.50
N 8.98 -7.87 5.94
H 8.73 -5.72 0.38
N -4.14 0.41 -3.72
H -3.41 2.06 -2.67
C -3.68 1.00 -4.97
C 9.25 -6.68 5.15
H 6.91 -5.67 1.27
H -3.69 5.42 2.24
H 5.77 -6.26 0.03
C -6.72 4.83 1.34
C -4.09 6.24 -1.59
H 4.30 -4.80 -0.60
H 7.75 -9.51 6.32
H 9.52 -9.11 7.47
O -4.52 5.33 -2.28
H 10.23 -6.77 4.66
H -3.32 0.51 -1.80
H 11.84 -6.03 -0.70
H -5.33 7.65 -3.54
Cl 2.08 -0.18 0.31
C -3.98 8.52 -0.75
H 2.09 -2.33 2.28
H -8.40 8.21 -6.08
H -5.46 6.01 -6.65
O -5.30 6.05 4.39
C 11.64 -4.77 1.79
C -2.94 -0.89 1.05
O 3.48 -3.33 0.54
H -5.87 8.91 -2.41
H 8.49 -6.56 4.39
O 10.82 -7.56 7.22
H 12.59 -4.61 1.30
N 10.65 -5.17 0.80
O 9.01 -5.34 2.36
O -5.13 -1.31 -2.65
H -4.48 -1.93 0.03
H 11.32 -3.86 2.29
N -4.54 7.50 -1.61
C 5.87 -5.95 1.07
H -4.39 -1.06 2.35
H -4.06 -3.68 1.32
H -2.94 -2.09 -0.75
C -0.49 -1.17 0.23
C 0.94 -1.51 0.67
C 9.82 -8.19 6.93
H -4.17 1.97 -5.13
H 9.28 -5.80 5.79
H 7.85 -9.04 4.61
C 1.09 -1.94 2.11
H 3.98 -4.27 3.08
H 5.28 -3.17 2.60
C -5.63 7.85 -2.52
C -3.42 -2.09 0.23
C -5.74 6.69 -7.46
H -3.27 6.08 -0.86
H 0.94 -1.09 2.78
C 9.40 -5.42 1.21
O -3.54 0.33 0.61
N 5.00 -4.81 1.32
H -9.04 7.37 -7.98
O -3.08 1.79 2.64
H -2.60 1.16 -4.94
H 11.41 -4.33 -0.96
C -3.92 1.13 -2.47
H 6.90 -8.06 5.74
S -2.70 1.52 1.30
H -4.75 8.93 -0.09
H 5.60 -6.78 1.72
C 4.22 -4.28 0.37
H -4.30 4.06 1.29
C -4.75 -0.78 -3.67
N -5.76 5.09 2.38
N -3.20 -3.38 0.88
C -4.40 4.59 2.22
H -4.88 -1.25 -4.66
H -6.38 5.26 0.39
H 11.74 -5.55 2.55
H -7.13 6.12 3.50
H -1.28 -1.09 2.31
C 7.80 -8.66 5.64
H -5.02 7.51 -7.47
H -6.84 3.75 1.21
C -8.09 6.93 -8.28
H -2.48 -3.34 1.58
C -7.36 7.88 -6.15
H -4.87 1.33 -1.99
H -3.19 8.10 -0.13
C 4.99 -4.22 2.65
H 1.29 -2.33 0.04
*
```

Properties
* gap between HOMO and LUMO: 8.93 eV
* energy relative to the best compared isomer or geometry (same formula, charge and spin): 0.0 kJ/mol
* highest occupied orbital energy: -0.3162 hartree



[4]
A 3-piece molecular cluster, C4H13O3S overall at a distorted geometry, computed with the ωB97M-V functional and the def2-TZVPD basis.

Geometry as ORCA input:
```
! RIJCOSX wB97M-V def2-TZVPD def2/J DEFGRID3
* xyz -1 1
C 0.40 1.29 -0.45
H 0.80 -2.08 2.11
H -0.57 1.11 -0.09
H 1.55 0.05 2.46
H 1.22 -0.62 0.10
O -1.27 -1.34 1.06
O 0.76 -2.96 1.66
H -1.79 -1.55 1.74
C 1.05 0.79 1.75
S -1.08 0.07 -2.45
H -1.19 -0.29 -1.13
H 1.16 1.45 -2.46
C 1.50 0.50 0.21
O -0.29 0.81 2.00
H 0.52 2.32 0.11
H -0.75 -0.43 1.17
H 0.29 -2.73 0.87
H 2.57 0.75 0.19
H -0.23 2.55 -2.22
H 1.39 1.86 1.66
C 0.18 1.47 -2.02
*
```

Properties
* gap between HOMO and LUMO: 7.12 eV
* energy relative to the best compared isomer or geometry (same formula, charge and spin): 235.5 kJ/mol
* highest occupied orbital energy: -0.1367 hartree



[5]
One molecule with the formula C2H7N3O at a distorted geometry, computed with the ωB97M-V functional and the def2-TZVPD basis.

Geometry as ORCA input:
```
! RIJCOSX wB97M-V def2-TZVPD def2/J DEFGRID3
* xyz 0 1
H -0.68 -1.32 1.00
O 1.02 -0.10 -2.43
H -0.03 -1.76 -2.02
N -0.18 0.10 -1.37
H 0.27 2.00 -0.68
H -1.47 1.03 0.64
H 1.37 0.72 -0.07
C 0.33 0.97 -0.31
C -0.37 -0.44 1.57
N -0.50 0.81 0.84
H -0.97 -0.38 2.48
H 0.68 -0.57 1.86
N 0.53 -1.07 -1.51
*
```

Properties
* gap between HOMO and LUMO: 10.28 eV
* energy relative to the best compared isomer or geometry (same formula, charge and spin): 577.8 kJ/mol
* SMILES: CNCn1[nH]o1
* highest occupied orbital energy: -0.3409 hartree



[6]
One molecule with the formula C4H8O2, computed with the ωB97M-V functional and the def2-TZVPD basis.

Geometry as ORCA input:
```
! RIJCOSX wB97M-V def2-TZVPD def2/J DEFGRID3
* xyz 0 1
C 1.74 0.16 -0.89
H 1.99 -0.83 -1.31
H -0.88 0.68 -1.54
H -0.02 2.09 -0.86
H -1.88 -0.74 0.86
H -0.63 -1.01 2.11
C 0.51 0.20 0.02
C -0.51 1.14 -0.61
O 0.05 -1.12 0.14
H -1.21 -2.37 1.10
C -0.97 -1.30 1.10
H -1.36 1.35 0.04
H 0.83 0.59 1.00
O 2.36 1.15 -1.17
*
```

Properties
* gap between HOMO and LUMO: 10.82 eV
* energy relative to the best compared isomer or geometry (same formula, charge and spin): 149.8 kJ/mol
* SMILES: CO[C@H](C)C=O
* highest occupied orbital energy: -0.3647 hartree



[7]
C37H36N3O3Ti as an isolated structure at a distorted geometry, computed with the ωB97M-V functional and the def2-TZVPD basis.

Geometry as ORCA input:
```
! RIJCOSX wB97M-V def2-TZVPD def2/J DEFGRID3
* xyz -1 3
C -0.56 2.63 0.25
C -2.79 -4.00 -0.22
H 6.27 2.61 0.94
Ti 0.66 1.00 0.81
H 4.50 1.17 -2.70
N 2.45 0.35 -0.12
H -2.06 -1.10 1.28
H 5.44 3.11 -3.95
H -0.48 -0.62 -3.58
C -1.53 1.69 -0.29
H -2.97 -3.41 -3.29
N 4.39 -0.46 -0.91
H -4.04 0.02 -3.07
H 8.71 -0.87 1.84
H 1.52 3.14 -0.51
C 5.75 -0.47 3.50
C -1.38 -2.28 -2.62
C -2.00 1.57 -3.88
C 5.39 1.78 -0.83
H 7.72 -1.09 4.14
C 0.64 0.33 2.79
C -2.02 0.60 -2.66
H -5.02 -3.58 2.98
C -4.77 -3.09 0.87
H -2.49 1.47 0.14
C 7.66 -0.63 2.02
C -1.08 -0.77 1.62
C 4.78 0.64 -0.05
H -4.24 -2.77 -1.19
O 3.13 2.10 1.16
C 4.96 -0.03 2.43
H -2.09 -0.97 -4.08
C -1.44 -0.88 -3.20
H -1.39 -5.01 1.09
H 7.26 4.56 -0.29
C 6.89 -0.19 0.95
C 5.11 1.91 -2.19
O -0.29 -2.86 -2.23
H 0.84 1.48 -2.60
C 7.10 -0.76 3.30
C 0.08 -1.56 1.55
H 5.30 -0.56 4.49
C -4.37 -3.67 2.09
H 1.22 1.14 3.25
H -2.37 2.56 -3.61
C -2.34 -4.50 1.02
H 5.01 -1.15 -1.32
H -1.03 -3.89 -1.31
N -2.47 -3.14 -2.45
C 0.57 2.62 -0.67
O 2.43 -1.57 -1.48
C 5.64 3.01 -2.88
H 7.29 -0.07 -0.05
H 6.86 4.80 -2.75
C 6.13 2.74 -0.13
C -0.77 0.40 2.39
H -2.62 1.23 -4.70
C -1.12 1.26 -1.59
H -2.09 -5.24 -1.89
H -3.53 -0.30 -1.41
C -3.95 -3.23 -0.26
C 3.02 -0.68 -0.91
H -1.49 1.17 2.67
C -3.44 0.41 -2.24
C 6.66 3.82 -0.83
C 0.21 1.74 -1.74
C -2.10 -4.21 -1.49
H -5.73 -2.55 0.79
H -2.85 -4.82 3.12
C 3.43 1.13 0.40
H 2.16 -1.28 2.26
C -3.14 -4.37 2.16
H 0.10 -2.58 1.12
C 1.16 -0.88 2.17
C 6.43 3.95 -2.21
C 5.55 0.14 1.18
H -3.91 1.36 -1.94
H -0.61 3.19 1.20
H 3.91 0.22 2.61
H -0.99 1.73 -4.29
*
```

Properties
* gap between HOMO and LUMO (alpha / beta): 4.54 / 6.97 eV
* highest occupied orbital energy (alpha / beta): -0.0673 / -0.1568 hartree



[8]
One molecule with the formula C5H5BrO2 at a distorted geometry, computed with the ωB97M-V functional and the def2-TZVPD basis.

Geometry as ORCA input:
```
! RIJCOSX wB97M-V def2-TZVPD def2/J DEFGRID3
* xyz 0 3
H -0.94 2.08 0.22
H 0.16 -1.37 1.06
O 1.13 -0.41 -1.70
C -0.51 -1.38 0.27
C 1.48 0.20 -0.79
C -0.45 1.11 0.31
H 0.17 -1.75 -0.59
C 1.00 1.26 0.12
H -1.37 -2.04 0.50
Br -3.00 -0.04 -0.13
C -1.11 -0.04 0.02
O 1.99 0.12 0.33
H 1.45 2.28 0.38
*
```

Properties
* gap between HOMO and LUMO (alpha / beta): 6.83 / 8.02 eV
* energy relative to the best compared isomer or geometry (same formula, charge and spin): 175.3 kJ/mol
* highest occupied orbital energy (alpha / beta): -0.2224 / -0.3898 hartree



[9]
One molecule with the formula C4H5ClN2O at a distorted geometry, computed with the ωB97M-V functional and the def2-TZVPD basis.

Geometry as ORCA input:
```
! RIJCOSX wB97M-V def2-TZVPD def2/J DEFGRID3
* xyz 0 1
C 0.63 0.29 -0.12
N -0.03 -0.97 -2.26
H 0.39 2.60 1.04
H 0.73 -1.90 -2.58
Cl -0.89 2.43 3.16
N -0.91 -1.73 -0.01
O 0.99 1.11 -1.00
H 0.78 -0.09 -2.10
C -0.07 -1.08 -0.77
H -1.53 -2.59 -0.32
H -0.23 -0.45 1.90
C 0.15 0.54 1.36
C 0.00 1.85 1.70
*
```

Properties
* gap between HOMO and LUMO: 8.91 eV
* energy relative to the best compared isomer or geometry (same formula, charge and spin): 411.6 kJ/mol
* SMILES: [H]/N=C(\N)C(=O)/C=C/Cl
* highest occupied orbital energy: -0.3593 hartree



[10]
One molecule with the formula C7H16O2 at a distorted geometry, computed with the ωB97M-V functional and the def2-TZVPD basis.

Geometry as ORCA input:
```
! RIJCOSX wB97M-V def2-TZVPD def2/J DEFGRID3
* xyz 0 1
H 1.31 1.04 1.46
O -1.64 -0.92 0.80
C 1.02 -0.34 -0.18
H -2.92 1.35 1.27
C -1.58 0.23 -0.01
H -1.20 1.60 1.62
C 2.29 0.26 -1.07
C -0.11 0.42 -0.80
C 1.26 -0.03 1.29
H -0.32 0.05 -1.80
H 2.10 0.39 -2.14
C -1.93 1.47 0.83
H -2.52 -0.99 1.20
C 0.93 -1.84 -0.42
H 2.61 1.21 -0.66
H 2.19 -0.48 1.61
H -3.41 0.14 -0.74
H 0.46 -0.46 1.90
H 3.13 -0.43 -1.00
H 1.84 -2.33 -0.07
H 0.09 -2.25 0.12
O -2.50 0.11 -1.08
H 0.79 -2.05 -1.48
H -1.95 2.35 0.19
H 0.07 1.49 -0.83
*
```

Properties
* gap between HOMO and LUMO: 10.49 eV
* energy relative to the best compared isomer or geometry (same formula, charge and spin): 92.7 kJ/mol
* SMILES: CC(C)(C)CC(C)(O)O
* highest occupied orbital energy: -0.3631 hartree



[11]
C9H16F4KN2O17S4 as an isolated structure at a distorted geometry, computed with the ωB97M-V functional and the def2-TZVPD basis.

Geometry as ORCA input:
```
! RIJCOSX wB97M-V def2-TZVPD def2/J DEFGRID3
* xyz -1 1
F 2.65 1.07 -2.92
O 3.24 -0.38 2.52
F -0.94 -3.32 -2.03
H -2.61 -1.06 4.08
C 3.14 1.05 2.14
K 0.10 -0.16 -1.10
O -4.43 -0.59 -1.97
O 1.69 -1.07 1.17
S -2.41 -2.70 -2.39
O -1.08 4.07 -0.80
H 4.02 1.58 2.51
O 4.39 0.28 -1.50
H 2.49 3.55 0.62
N 2.17 -1.14 -2.26
C 2.52 -1.29 1.97
S 3.57 -0.21 -2.58
O -4.02 -1.02 -4.39
C 0.00 3.49 -0.29
H 1.57 3.71 1.97
H -1.70 2.37 -2.10
H -2.90 3.23 -1.09
O 4.20 -0.40 -3.86
O -2.83 -3.54 -3.46
H 2.96 1.31 1.10
C -3.25 -0.98 3.20
H 2.31 5.22 1.36
O 3.21 -3.17 -3.20
S -3.50 -0.78 -3.08
C -2.75 0.37 1.48
O 2.93 -2.46 2.26
O -3.02 -2.90 -1.07
C 2.40 -3.60 1.67
O 0.29 2.29 -0.42
O -2.52 -0.83 2.01
H -5.12 0.13 3.30
H 3.20 -4.08 1.11
O -3.62 1.03 2.20
S 2.89 -2.41 -2.00
O 3.74 -2.58 -0.83
H -3.67 0.79 4.25
H -3.96 -1.78 3.04
H 1.54 -3.46 1.01
H 2.22 1.37 2.64
O 0.70 4.47 0.28
C 1.83 4.28 1.08
H 2.05 -4.37 2.37
O -2.28 0.78 0.43
H -2.14 4.01 -2.51
C -1.99 3.33 -1.68
N -1.89 -1.34 -2.74
F 1.57 -3.16 -1.55
C -4.04 0.30 3.36
F -2.94 0.69 -3.31
*
```

Properties
* gap between HOMO and LUMO: 8.78 eV
* energy relative to the best compared isomer or geometry (same formula, charge and spin): 0.0 kJ/mol
* highest occupied orbital energy: -0.2640 hartree



[12]
C5H13O3Si as an isolated structure at a distorted geometry, computed with the ωB97M-V functional and the def2-TZVPD basis.

Geometry as ORCA input:
```
! RIJCOSX wB97M-V def2-TZVPD def2/J DEFGRID3
* xyz 1 1
H 2.59 -0.43 -2.06
C -2.86 0.23 -1.16
C -0.03 -1.54 1.39
H 3.08 0.26 -0.49
H -2.67 1.23 -1.56
H -3.49 -0.26 -1.85
C 1.59 -1.40 -0.48
Si 0.17 0.91 -0.14
H -0.89 -1.40 0.81
H 2.27 -1.98 0.04
C -0.15 2.20 1.19
H 0.01 -0.93 2.24
O 1.37 1.01 -1.16
H 0.88 2.80 1.49
H -0.56 1.68 2.18
O 0.88 -0.71 0.61
C 2.24 -0.13 -1.14
O -1.66 -0.36 -0.91
H -3.34 0.10 -0.18
H 0.45 -2.48 1.58
H -0.69 3.09 0.76
H 0.80 -1.89 -1.16
*
```

Properties
* gap between HOMO and LUMO: 8.54 eV
* energy relative to the best compared isomer or geometry (same formula, charge and spin): 218.0 kJ/mol
* highest occupied orbital energy: -0.4747 hartree